*i*
Computed, not measured: a 8-piece molecular cluster, C8H32N16O8 overall, with ωB97M-V with the def2-TZVPD basis set.

Properties
- HOMO-LUMO gap (eV) = 8.94
- HOMO level (Ha) = -0.3546
- structure (SMILES) = NC(N)=O.NC(N)=O.NC(N)=O.NC(N)=O.NC(N)=O.NC(N)=O.NC(N)=O.NC(N)=O

Geometry as XYZ:
```
64
C8H32N16O8 ωB97M-V with the def2-TZVPD basis set
C -1.19 -6.12 -0.42
O -1.11 -7.24 -0.82
N -0.21 -5.26 -0.39
N -2.23 -5.55 0.08
H -0.20 -4.30 -0.09
H 0.62 -5.66 -0.80
H -2.22 -4.60 0.42
H -3.18 -5.90 0.03
C 4.92 -3.11 2.41
O 4.79 -3.07 3.63
N 5.55 -4.09 1.80
N 4.44 -2.28 1.55
H 5.82 -4.92 2.30
H 5.62 -4.15 0.79
H 4.79 -2.40 0.61
H 4.10 -1.37 1.81
C 1.25 6.64 0.20
O 2.19 7.44 0.26
N 0.09 7.00 0.51
N 1.36 5.38 -0.27
H -0.68 6.34 0.59
H 0.08 7.90 0.97
H 2.32 5.09 -0.44
H 0.53 4.85 -0.46
C -5.94 1.64 -1.29
O -6.09 1.34 -0.07
N -5.56 2.87 -1.58
N -6.15 0.83 -2.27
H -5.22 3.52 -0.89
H -5.59 3.19 -2.54
H -6.60 -0.05 -2.06
H -5.91 1.12 -3.20
C -4.46 -2.91 4.42
O -4.90 -1.84 4.17
N -3.24 -3.27 4.38
N -5.07 -3.83 5.16
H -2.96 -4.18 4.70
H -2.61 -2.65 3.88
H -4.61 -4.69 5.46
H -6.06 -3.70 5.29
C 0.19 -0.28 -1.82
O -0.14 -0.73 -0.72
N 1.35 -0.58 -2.21
N -0.47 0.68 -2.34
H 1.81 -0.10 -2.97
H 1.91 -1.13 -1.57
H -0.12 1.29 -3.07
H -1.30 1.01 -1.87
C 5.09 3.01 -5.78
O 6.01 3.34 -5.02
N 4.38 3.80 -6.54
N 4.70 1.81 -6.02
H 4.58 4.79 -6.44
H 4.05 3.42 -7.41
H 5.06 1.00 -5.54
H 3.87 1.73 -6.60
C 0.47 0.76 3.93
O 0.84 0.12 4.88
N 1.22 1.51 3.24
N -0.76 0.94 3.49
H 2.21 1.46 3.42
H 0.99 1.76 2.29
H -1.57 0.79 4.08
H -0.90 1.58 2.72
```


*ii*
Computed, not measured: a 8-piece molecular cluster, C8H32N16O8 overall, with ωB97M-V with the def2-TZVPD basis set.

Properties
- HOMO-LUMO gap (eV) = 8.51
- HOMO level (Ha) = -0.3165
- structure (SMILES) = NC(N)=O.NC(N)=O.NC(N)=O.NC(N)=O.NC(N)=O.NC(N)=O.NC(N)=O.NC(N)=O

Geometry as XYZ:
```
64
C8H32N16O8 ωB97M-V with the def2-TZVPD basis set
C 2.59 -2.11 -3.66
O 2.42 -1.04 -3.11
N 2.84 -3.29 -2.96
N 2.31 -2.40 -4.96
H 2.65 -3.20 -1.98
H 3.04 -4.16 -3.40
H 2.12 -1.70 -5.65
H 2.53 -3.31 -5.31
C -3.72 2.87 1.70
O -2.73 2.15 1.71
N -4.10 3.53 0.58
N -4.63 3.02 2.69
H -4.87 4.18 0.53
H -3.48 3.66 -0.20
H -5.39 3.67 2.66
H -4.71 2.31 3.40
C -1.55 -0.01 -3.04
O -1.48 -0.46 -1.88
N -0.47 -0.06 -3.84
N -2.69 0.44 -3.60
H 0.31 -0.57 -3.43
H -0.43 0.38 -4.74
H -3.57 0.47 -3.11
H -2.52 0.84 -4.50
C -0.31 1.70 4.30
O 0.63 1.77 5.11
N -0.84 0.54 3.88
N -0.95 2.81 3.85
H -0.52 -0.32 4.27
H -1.67 0.47 3.31
H -0.53 3.70 4.05
H -1.45 2.60 2.98
C 0.82 0.57 0.55
O 1.70 1.00 1.31
N 1.06 -0.26 -0.47
N -0.41 1.15 0.37
H 1.99 -0.49 -0.78
H 0.29 -0.33 -1.12
H -0.91 1.69 1.04
H -0.89 0.68 -0.40
C -5.20 -0.25 -0.79
O -5.24 -1.12 -1.65
N -4.12 0.56 -0.56
N -6.24 0.02 0.05
H -4.17 1.41 -0.03
H -3.21 0.34 -0.93
H -6.97 -0.66 0.13
H -6.05 0.75 0.71
C 3.18 -1.91 3.07
O 3.58 -2.88 3.73
N 3.71 -1.58 1.86
N 2.19 -1.08 3.44
H 3.49 -0.65 1.51
H 4.58 -2.03 1.65
H 1.76 -1.16 4.34
H 1.96 -0.29 2.87
C 5.25 -1.13 -0.80
O 4.65 -0.09 -0.49
N 6.58 -1.04 -1.08
N 4.70 -2.34 -0.58
H 6.84 -0.07 -1.08
H 7.20 -1.78 -0.80
H 5.25 -3.18 -0.53
H 3.78 -2.32 -0.18
```


*iii*
Computed, not measured: a 8-piece molecular cluster, C8H32N16O8 overall, with ωB97M-V with the def2-TZVPD basis set.

Properties
- HOMO-LUMO gap (eV) = 7.82
- HOMO level (Ha) = -0.3059
- structure (SMILES) = NC(N)=O.NC(N)=O.NC(N)=O.NC(N)=O.NC(N)=O.NC(N)=O.NC(N)=O.NC(N)=O

Geometry as XYZ:
```
64
C8H32N16O8 ωB97M-V with the def2-TZVPD basis set
C 12.37 -3.15 16.85
O 12.51 -2.53 17.90
N 12.56 -2.63 15.60
N 12.10 -4.50 16.87
H 12.70 -1.65 15.53
H 12.22 -3.13 14.80
H 12.15 -5.02 16.02
H 11.98 -4.91 17.77
C 14.31 5.03 20.84
O 13.57 4.86 21.79
N 15.61 4.61 20.79
N 13.94 5.74 19.72
H 16.24 4.86 20.05
H 15.97 4.05 21.55
H 14.58 5.90 18.97
H 13.00 6.02 19.52
C 14.10 0.61 13.22
O 14.44 -0.09 14.16
N 13.69 1.90 13.41
N 14.08 0.15 11.94
H 13.01 2.36 12.84
H 13.81 2.25 14.34
H 14.43 -0.79 11.87
H 13.86 0.77 11.19
C 11.48 4.33 15.40
O 12.02 3.27 15.12
N 10.36 4.42 16.18
N 11.94 5.52 14.88
H 10.32 3.64 16.81
H 9.77 5.21 16.33
H 12.66 5.43 14.19
H 11.58 6.40 15.20
C 17.20 -0.79 21.88
O 16.96 -1.80 22.50
N 16.27 -0.10 21.15
N 18.43 -0.19 21.97
H 15.27 -0.15 21.30
H 16.64 0.66 20.62
H 18.64 0.60 21.38
H 19.16 -0.72 22.41
C 15.94 -2.46 17.40
O 16.25 -3.38 16.64
N 15.64 -2.69 18.73
N 15.90 -1.16 16.98
H 14.85 -2.13 19.03
H 15.62 -3.67 18.93
H 15.33 -0.49 17.46
H 16.20 -1.04 16.02
C 12.87 0.86 22.88
O 13.16 0.31 23.92
N 12.63 0.19 21.71
N 12.85 2.23 22.76
H 12.32 0.53 20.82
H 12.75 -0.80 21.78
H 12.78 2.71 21.89
H 13.15 2.71 23.59
C 13.77 1.14 18.18
O 14.03 0.17 18.88
N 13.97 2.44 18.57
N 13.28 1.00 16.92
H 14.43 2.51 19.46
H 13.56 3.24 18.13
H 13.07 0.04 16.68
H 13.27 1.77 16.28
```


*iv*
Computed, not measured: a 8-piece molecular cluster, C8H32N16O8 overall, with ωB97M-V with the def2-TZVPD basis set.

Properties
- HOMO-LUMO gap (eV) = 8.23
- HOMO level (Ha) = -0.3016
- structure (SMILES) = NC(N)=O.NC(N)=O.NC(N)=O.NC(N)=O.NC(N)=O.NC(N)=O.NC(N)=O.NC(N)=O

Geometry as XYZ:
```
64
C8H32N16O8 ωB97M-V with the def2-TZVPD basis set
C 10.70 11.28 12.81
O 9.93 10.33 12.78
N 11.59 11.66 12.03
N 10.69 12.17 13.77
H 11.97 12.59 12.07
H 11.86 11.02 11.29
H 10.01 12.05 14.50
H 11.35 12.93 13.87
C 11.55 13.42 8.69
O 11.31 12.52 9.44
N 11.82 14.58 9.06
N 11.82 13.26 7.50
H 12.05 15.33 8.43
H 11.57 14.78 10.02
H 11.60 12.39 7.03
H 12.45 13.94 7.09
C 7.93 6.95 6.94
O 7.73 7.82 6.11
N 8.66 5.88 6.86
N 7.51 6.99 8.17
H 8.61 5.11 7.51
H 9.16 5.74 5.99
H 7.44 6.14 8.71
H 6.88 7.77 8.28
C 10.12 10.77 5.80
O 11.13 11.41 5.67
N 8.95 11.33 5.93
N 10.05 9.53 5.92
H 8.15 10.76 6.18
H 8.79 12.26 5.58
H 9.14 9.15 6.12
H 10.86 8.98 5.66
C 6.57 9.41 14.77
O 6.07 8.86 13.79
N 7.78 9.79 14.77
N 6.02 9.80 15.85
H 8.11 10.25 15.60
H 8.23 9.86 13.87
H 6.49 9.74 16.74
H 5.05 9.54 15.75
C 9.84 6.40 10.99
O 9.19 5.73 11.77
N 10.54 7.41 11.36
N 10.08 6.10 9.80
H 10.44 7.83 12.28
H 11.01 7.97 10.66
H 9.52 5.35 9.43
H 10.63 6.70 9.21
C 5.52 7.06 11.22
O 5.34 6.34 10.28
N 6.65 7.07 11.93
N 4.89 8.14 11.55
H 6.54 7.55 12.81
H 7.43 6.43 11.92
H 5.10 8.66 12.39
H 4.15 8.54 10.99
C 7.88 9.88 9.69
O 7.04 9.65 8.80
N 7.87 9.33 10.87
N 8.83 10.74 9.51
H 7.02 8.87 11.16
H 8.55 9.70 11.52
H 8.91 11.02 8.55
H 9.59 10.97 10.13
```


The relative energies come out as *i* 128.8; *ii* 6.0; *iii* 0.0; *iv* 112.2, with values in kcal/mol.


*i*
Computed, not measured: CH4FIP2 as an isolated structure, with ωB97M-V with the def2-TZVPD basis set.

Properties
- HOMO-LUMO gap (eV) = 7.76
- HOMO level (Ha) = -0.2976

Geometry as XYZ:
```
9
CH4FIP2 ωB97M-V with the def2-TZVPD basis set
C 1.71 0.48 -0.68
F 0.99 -1.18 0.81
P -1.78 0.21 1.05
P 0.24 -0.16 -0.08
I 1.10 2.17 -1.89
H 2.37 0.94 0.14
H -1.84 -1.08 1.73
H -2.48 -0.39 -0.06
H -0.31 -0.98 -1.02
```


*ii*
Computed, not measured: one molecule with the formula CH4FIP2, with ωB97M-V with the def2-TZVPD basis set.

Properties
- HOMO-LUMO gap (eV) = 8.59
- HOMO level (Ha) = -0.3387
- structure (SMILES) = C[PH]#P(F)I

Geometry as XYZ:
```
9
CH4FIP2 ωB97M-V with the def2-TZVPD basis set
C -0.32 -0.49 0.16
F 2.67 -2.22 0.25
P 1.33 0.26 0.82
P 2.54 -0.91 -0.64
I 4.83 0.21 0.14
H -0.29 -1.59 0.00
H -0.37 0.07 -0.80
H -1.04 -0.41 0.95
H 1.44 1.27 -0.20
```


The relative energies come out as *i* 67.3; *ii* 0.0, with values in kcal/mol.